# 1
Formula: C5H12NO2
Source: the OMol25 dataset
Level of theory: ωB97M-V with the def2-TZVPD basis set

```
! RIJCOSX wB97M-V def2-TZVPD def2/J DEFGRID3
* xyz 1 1
C -0.675 -0.545 -0.015
C -1.276 -0.109 1.332
C 1.624 -0.099 0.658
C -0.574 0.699 -1.128
C 0.736 -1.087 0.157
N 0.349 1.797 -0.923
O -1.611 -1.408 -0.647
O 1.140 -2.165 -0.410
H -2.295 0.226 1.262
H -0.938 0.858 1.602
H -1.354 -0.772 2.159
H 2.599 -0.368 0.558
H 1.399 0.490 1.479
H 1.657 0.920 -0.049
H -0.363 0.255 -2.030
H -1.612 1.064 -1.378
H -1.365 -2.241 -0.237
H 0.001 2.266 -0.091
H 0.480 2.472 -1.675
H 2.078 -2.252 -0.623
*
```

Properties
**DFT total energy**: -10955.25425 eV
**Kohn-Sham gap**: 9.10 eV
**Highest occupied orbital energy**: -14.14 eV

***

# 2
Formula: C5H12NO2S
Source: the OMol25 dataset
Level of theory: ωB97M-V with the def2-TZVPD basis set

```
! RIJCOSX wB97M-V def2-TZVPD def2/J DEFGRID3
* xyz -1 1
O 1.751 1.103 -0.508
C 1.388 -0.035 -0.785
N 0.345 -0.640 -0.138
C -0.119 -0.163 1.177
C -0.825 -1.304 1.915
S -0.475 -1.293 3.684
C -0.965 1.146 0.966
C 2.019 -0.768 -1.937
H 0.285 -1.638 -0.262
H 0.685 0.244 1.805
H -0.429 -2.222 1.490
H -1.904 -1.160 1.838
H -1.205 1.478 1.980
H -1.940 1.003 0.488
H -0.354 1.778 0.336
H 1.870 -1.838 -1.860
H 1.641 -0.433 -2.908
H 3.062 -0.482 -1.875
H -2.029 2.414 -1.810
H -1.046 1.249 -1.517
O -1.754 1.560 -2.080
*
```

Properties
**DFT total energy**: -21801.27619 eV
**Kohn-Sham gap**: 5.87 eV
**Highest occupied orbital energy**: -2.59 eV

***

# 3
Formula: C5H12NO5P
Source: the OMol25 dataset
Level of theory: ωB97M-V with the def2-TZVPD basis set

```
! RIJCOSX wB97M-V def2-TZVPD def2/J DEFGRID3
* xyz 0 1
C 3.239 1.082 -0.351
C 1.893 -1.060 -0.932
C -2.700 -1.949 1.207
C -2.399 2.116 0.520
C 1.883 0.377 -0.603
N 0.873 1.021 -0.403
O -1.347 -0.098 -0.869
O 0.186 1.919 0.013
O -3.742 -0.472 -1.833
O -3.193 -0.687 0.774
O -3.186 1.510 -0.406
P -2.855 -0.141 -0.724
H 3.588 0.525 0.552
H 4.002 1.232 -1.211
H 2.849 2.099 0.065
H 1.071 -1.708 -0.751
H 2.796 -1.468 -0.558
H 2.058 -1.000 -2.049
H -3.381 -2.787 1.062
H -2.484 -1.862 2.260
H -1.789 -2.108 0.636
H -2.821 3.083 0.638
H -1.336 1.936 0.176
H -2.253 1.509 1.378
*
```

Properties
**DFT total energy**: -26391.39060 eV
**Kohn-Sham gap (alpha / beta)**: 5.76 / 5.71 eV
**Highest occupied orbital energy (alpha / beta)**: -8.86 / -8.85 eV

***

# 4
Formula: C5H12NOP
Source: the OMol25 dataset
Level of theory: ωB97M-V with the def2-TZVPD basis set

```
! RIJCOSX wB97M-V def2-TZVPD def2/J DEFGRID3
* xyz 0 1
C 1.909 -1.042 1.203
C -0.129 -1.451 -0.301
C 1.607 -0.062 -1.048
C -1.794 2.086 -0.587
C 1.175 -0.818 -0.068
N -0.959 1.135 0.196
O -2.811 -0.749 -0.026
P -1.468 -0.443 0.481
H 2.786 -0.413 1.162
H 1.297 -0.750 2.150
H 2.284 -2.168 1.248
H -1.225 -0.684 1.936
H -0.038 -2.412 -0.037
H -0.213 -1.431 -1.355
H 0.015 1.386 0.399
H 2.534 0.523 -0.955
H 1.002 -0.044 -1.894
H -2.652 1.606 -0.969
H -2.127 3.157 -0.159
H -1.194 2.574 -1.378
*
```

Properties
**DFT total energy**: -18205.10424 eV
**Kohn-Sham gap**: 10.25 eV
**SMILES**: C=C(C)C[P@H](=O)NC
**Highest occupied orbital energy**: -9.40 eV

***

# 5
Formula: C5H12NOPS3
Source: the OMol25 dataset
Level of theory: ωB97M-V with the def2-TZVPD basis set

```
! RIJCOSX wB97M-V def2-TZVPD def2/J DEFGRID3
* xyz 0 3
C 0.968 -1.124 0.121
C -3.081 0.852 -0.398
C -0.285 -1.576 0.799
C -2.234 -0.437 -0.457
C -1.413 -0.530 0.869
N 2.761 2.339 0.436
O 1.280 0.174 0.302
P 2.952 0.707 -0.085
S 1.789 -2.041 -1.022
S 4.268 -0.316 0.817
S 2.936 0.889 -2.199
H -2.496 1.599 -0.670
H -3.676 0.941 0.483
H -3.792 0.757 -1.194
H 0.212 -1.813 1.764
H -0.694 -2.482 0.385
H -2.913 -1.273 -0.460
H -1.649 -0.530 -1.462
H -1.096 0.417 1.266
H -2.041 -1.113 1.467
H 1.799 2.595 0.429
H 3.516 2.408 1.078
H 2.890 -0.443 -2.268
*
```

Properties
**DFT total energy**: -50709.35096 eV
**Kohn-Sham gap (alpha / beta)**: 6.44 / 6.81 eV
**Highest occupied orbital energy (alpha / beta)**: -6.00 / -9.42 eV

***

# 6
Formula: C5H12NOS
Source: the OMol25 dataset
Level of theory: ωB97M-V with the def2-TZVPD basis set

```
! RIJCOSX wB97M-V def2-TZVPD def2/J DEFGRID3
* xyz -1 1
C 2.094 0.838 0.475
C 0.597 0.639 0.320
C 0.352 -0.836 -0.072
C -1.020 -1.380 -0.698
S -1.015 -3.039 -1.587
N -0.039 1.100 1.515
C 0.001 2.630 1.527
O -0.178 3.276 0.376
H 2.270 1.955 0.395
H 2.682 0.286 -0.272
H 2.484 0.525 1.471
H 0.308 1.248 -0.520
H 0.625 -1.521 0.701
H 0.983 -0.903 -1.001
H -1.805 -1.418 0.076
H -1.214 -0.550 -1.426
H 0.052 -1.735 -2.445
H -1.035 0.878 1.759
H 1.000 2.821 2.019
H -0.778 2.818 2.331
*
```

Properties
**DFT total energy**: -19749.07577 eV
**Kohn-Sham gap**: 4.60 eV
**Highest occupied orbital energy**: -2.74 eV

***

# 7
Formula: C5H12NOS
Source: the OMol25 dataset
Level of theory: ωB97M-V with the def2-TZVPD basis set

```
! RIJCOSX wB97M-V def2-TZVPD def2/J DEFGRID3
* xyz -1 1
C 0.284 0.097 -0.808
N 1.480 -0.693 -0.718
C 2.703 0.096 -1.176
O 3.243 0.759 -0.187
C 0.100 1.126 0.235
C -0.300 0.274 1.430
C -1.335 -0.832 0.942
S -2.588 -0.420 -0.255
H -0.788 -0.376 -0.837
H 0.333 0.660 -1.761
H 1.339 -1.550 -1.246
H 3.350 -0.766 -1.548
H 2.486 0.609 -2.154
H -0.768 1.712 -0.058
H 1.043 1.640 0.406
H -0.860 0.904 2.136
H 0.568 -0.206 1.872
H -1.554 -1.304 1.899
H -0.648 -1.517 0.438
H -1.682 -0.725 -1.180
*
```

Properties
**DFT total energy**: -19749.25285 eV
**Kohn-Sham gap**: 5.50 eV
**SMILES**: [O-]CNCCCCS
**Highest occupied orbital energy**: -2.50 eV

***

# 8
Formula: C5H12NOS
Source: the OMol25 dataset
Level of theory: ωB97M-V with the def2-TZVPD basis set

```
! RIJCOSX wB97M-V def2-TZVPD def2/J DEFGRID3
* xyz -1 1
C -0.020 0.895 -1.681
C -1.164 1.365 -2.727
O -2.523 1.346 -2.495
C -0.308 -0.384 -0.764
N 0.954 -0.961 -0.413
C 1.658 -0.077 0.573
C 0.899 0.113 1.995
S 0.336 -1.288 2.873
H 0.894 0.497 -2.109
H 0.211 1.837 -1.219
H -0.798 2.295 -3.095
H -0.988 0.450 -3.540
H -2.753 1.255 -1.545
H -0.986 -0.163 0.076
H -0.828 -1.115 -1.388
H 0.730 -1.847 0.001
H 1.783 0.931 0.099
H 2.646 -0.581 0.727
H 1.619 0.572 2.681
H 0.215 0.973 1.823
*
```

Properties
**DFT total energy**: -19751.51717 eV
**Kohn-Sham gap**: 5.70 eV
**SMILES**: OCCCNCC[S-]
**Highest occupied orbital energy**: -2.46 eV

***

# 9
Formula: C5H12NOS
Source: the OMol25 dataset
Level of theory: ωB97M-V with the def2-TZVPD basis set

```
! RIJCOSX wB97M-V def2-TZVPD def2/J DEFGRID3
* xyz 1 1
C 0.991 2.312 -0.347
C 2.569 -0.890 0.180
C -1.644 -1.069 0.074
C -2.064 0.389 -0.171
C -0.128 -1.186 -0.264
N 1.033 1.079 -0.582
O -1.407 1.121 0.820
S 0.801 0.053 0.745
H 0.642 2.759 0.710
H 1.066 2.947 -1.096
H 3.350 -0.612 0.918
H 2.771 -0.519 -0.768
H 2.447 -1.923 0.255
H -2.013 -1.950 -0.504
H -1.844 -1.366 1.093
H -1.907 0.823 -1.211
H -3.096 0.364 -0.128
H -0.037 -1.151 -1.365
H 0.052 -2.272 -0.106
H -1.583 1.091 1.746
*
```

Properties
**DFT total energy**: -19742.07127 eV
**Kohn-Sham gap**: 10.63 eV
**Highest occupied orbital energy**: -14.26 eV

***

# 10
Formula: C5H12NP
Source: the OMol25 dataset
Level of theory: ωB97M-V with the def2-TZVPD basis set

```
! RIJCOSX wB97M-V def2-TZVPD def2/J DEFGRID3
* xyz 0 1
C -1.362 1.256 -0.829
C -1.612 1.146 0.708
C -0.473 0.004 -1.251
C -2.577 0.000 0.994
C 3.063 -1.022 0.211
N -1.278 -1.205 -1.168
P -2.011 -1.373 0.231
H -2.402 1.306 -1.160
H -0.760 2.052 -1.218
H -0.694 1.074 1.152
H -1.964 2.032 0.991
H -0.250 0.236 -2.213
H 0.381 0.058 -0.699
H 2.037 -0.822 0.173
H -3.084 -0.111 1.859
H 3.481 -0.232 -0.341
H 3.477 -0.921 1.288
H 3.095 -2.032 -0.160
H -2.654 -2.584 0.313
*
```

Properties
**DFT total energy**: -16154.40527 eV
**Kohn-Sham gap (alpha / beta)**: 7.89 / 7.89 eV
**SMILES**: C1=[PH]=NCCC1.C
**Highest occupied orbital energy (alpha / beta)**: -7.92 / -7.93 eV

***

# 11
Formula: C5H12NS
Source: the OMol25 dataset
Level of theory: ωB97M-V with the def2-TZVPD basis set

```
! RIJCOSX wB97M-V def2-TZVPD def2/J DEFGRID3
* xyz -1 1
C -0.399 0.183 -1.064
C -0.685 -0.799 -2.181
S -0.675 0.106 -3.769
C 0.959 0.010 -0.363
N 0.899 0.246 1.228
C -0.065 1.443 1.380
C 0.276 -0.987 1.863
H -1.275 0.345 -0.421
H -0.356 1.231 -1.489
H 0.068 -1.655 -2.306
H -1.702 -1.273 -2.174
H 1.686 0.836 -0.637
H 1.492 -0.905 -0.598
H -1.093 1.228 1.542
H 0.108 2.175 0.641
H 0.268 1.935 2.378
H 0.993 -1.826 1.641
H 0.229 -1.083 2.920
H -0.728 -1.208 1.407
*
```

Properties
**DFT total energy**: -17703.74124 eV
**Kohn-Sham gap**: 5.73 eV
**SMILES**: CN(C)CCC[S-]
**Highest occupied orbital energy**: -2.21 eV

***

# 12
Formula: C5H12NS
Source: the OMol25 dataset
Level of theory: ωB97M-V with the def2-TZVPD basis set

```
! RIJCOSX wB97M-V def2-TZVPD def2/J DEFGRID3
* xyz -1 1
C -0.725 1.347 -0.737
C -1.907 1.022 0.170
S -3.307 2.185 -0.192
C 0.651 0.697 -0.332
N 0.457 -0.575 0.380
C 0.314 -1.650 -0.598
C 1.531 -0.887 1.330
H -0.612 2.430 -0.830
H -0.917 1.030 -1.765
H -2.307 0.039 -0.065
H -1.549 1.063 1.200
H 1.103 1.402 0.371
H 1.286 0.570 -1.215
H 1.046 -1.630 -1.415
H -0.690 -1.641 -1.032
H 0.346 -2.602 -0.059
H 1.472 -0.136 2.122
H 1.252 -1.857 1.726
H 2.557 -0.806 0.940
*
```

Properties
**DFT total energy**: -17704.88056 eV
**Kohn-Sham gap**: 5.51 eV
**SMILES**: CN(C)CCC[S-]
**Highest occupied orbital energy**: -2.11 eV

***

# 13
Formula: C5H12NS
Source: the OMol25 dataset
Level of theory: ωB97M-V with the def2-TZVPD basis set

```
! RIJCOSX wB97M-V def2-TZVPD def2/J DEFGRID3
* xyz 0 2
C -1.651 -0.743 0.622
C -1.294 -1.915 1.419
S -2.886 -3.069 1.542
C -0.712 0.392 0.532
N 0.421 -0.092 -0.363
C 0.906 1.317 -0.917
C 2.227 1.122 -1.703
H -1.673 -0.818 -0.440
H -2.528 -0.391 1.113
H -0.417 -2.533 0.977
H -1.042 -1.565 2.514
H -1.111 1.306 0.209
H -0.064 0.680 1.497
H 1.192 -0.431 0.350
H 0.913 1.902 -0.001
H 0.166 1.637 -1.657
H 1.950 0.557 -2.555
H 3.062 0.493 -1.113
H 2.539 2.149 -2.025
*
```

Properties
**DFT total energy**: -17701.26247 eV
**Kohn-Sham gap (alpha / beta)**: 10.20 / 7.03 eV
**Highest occupied orbital energy (alpha / beta)**: -9.27 / -8.89 eV